Arrangement one

21
Properties=species:S:1:pos:R:3:lowdin_charge:R:1 method="wB97M-V/def2-TZVPD" e_homo_ev=-8.760 e_lumo_ev=0.68 charge=0 gap_ha=0.347
N 0.847 -0.346 -1.932 -0.03
C 0.476 1.023 -1.407 -0.22
C 0.450 0.929 0.158 -0.24
N -0.494 -0.039 0.776 -0.20
C -0.569 -0.045 2.214 -0.14
H 1.580 -0.417 -2.650 0.08
H 0.030 -0.867 -2.309 0.08
H 1.216 1.871 -1.633 0.13
H -0.631 1.240 -1.653 0.11
H 1.395 0.493 0.433 0.08
H 0.019 1.920 0.663 0.16
H -0.345 -0.986 0.510 0.07
H -0.792 -1.125 2.596 0.12
H 0.493 0.250 2.612 0.10
H -1.208 0.716 2.535 0.04
H -3.576 0.375 -0.250 0.01
H -2.134 0.838 -0.082 -0.05
O -3.013 1.115 -0.286 -0.05
H 2.163 -2.863 0.453 0.05
H 1.679 -2.050 -0.709 0.01
O 2.416 -2.030 -0.038 -0.12

***

Arrangement two

21
Properties=species:S:1:pos:R:3:lowdin_charge:R:1 method="wB97M-V/def2-TZVPD" e_homo_ev=-9.082 e_lumo_ev=0.84 charge=0 gap_ha=0.365
C 2.842 -1.381 -0.551 -0.10
C 1.886 -0.265 -0.884 -0.27
N 1.244 0.134 0.366 -0.12
C 0.088 -0.680 0.801 -0.31
N -0.351 -0.327 2.173 -0.01
H 2.327 -2.335 0.026 0.13
H 3.130 -1.758 -1.497 0.04
H 3.789 -1.157 -0.010 0.08
H 1.198 -0.542 -1.570 0.08
H 2.268 0.638 -1.341 0.11
H 1.899 0.077 1.164 0.13
H -0.757 -0.407 0.157 0.11
H 0.092 -1.832 0.790 0.12
H -1.101 0.409 2.199 0.09
H 0.416 0.154 2.523 0.01
H -6.256 0.701 -2.956 -0.05
H -6.740 1.044 -1.620 0.05
O -6.323 0.354 -2.151 0.00
H -0.476 2.812 0.646 0.01
H 0.597 1.855 0.540 0.01
O 0.228 2.506 1.195 -0.09

***

Arrangement three

21
Properties=species:S:1:pos:R:3:lowdin_charge:R:1 method="wB97M-V/def2-TZVPD" e_homo_ev=-8.918 e_lumo_ev=0.86 charge=0 gap_ha=0.359
N 3.402 -0.859 -0.471 -0.02
C 2.572 -0.174 0.537 -0.28
C 1.058 -0.449 0.394 -0.21
C 0.704 -1.737 -0.308 -0.32
N -0.704 -2.141 -0.188 -0.02
H 4.288 -0.399 -0.630 0.06
H 3.516 -1.810 -0.196 0.05
H 2.634 0.901 0.342 0.10
H 3.070 -0.325 1.501 0.10
H 0.605 -0.205 1.360 0.11
H 0.702 0.413 -0.179 0.10
H 1.275 -2.596 0.064 0.11
H 1.067 -1.692 -1.338 0.10
H -1.337 -1.451 -0.580 0.06
H -0.772 -3.009 -0.702 0.06
H -3.846 5.286 -2.644 0.03
H -2.604 5.768 -2.014 0.02
O -3.146 4.987 -2.065 -0.05
H -4.074 -0.160 1.625 0.01
H -3.981 -0.481 3.041 0.03
O -4.429 0.133 2.452 -0.05

***

Arrangement four

21
Properties=species:S:1:pos:R:3:lowdin_charge:R:1 method="wB97M-V/def2-TZVPD" e_homo_ev=-8.597 e_lumo_ev=0.79 charge=0 gap_ha=0.345
C -1.423 1.661 -0.529 -0.29
C -0.711 0.367 -0.899 -0.22
C -1.059 -0.787 0.008 -0.32
N -0.226 -1.922 -0.337 -0.01
N -0.866 2.803 -1.268 -0.01
H -2.508 1.561 -0.622 0.11
H -1.201 1.830 0.535 0.11
H -0.892 0.056 -1.927 0.12
H 0.353 0.584 -0.813 0.10
H -2.095 -1.077 -0.158 0.11
H -0.991 -0.544 1.082 0.09
H 0.761 -1.699 -0.390 0.07
H -0.383 -2.817 0.080 0.05
H -0.709 3.580 -0.645 0.05
H -1.500 3.136 -1.976 0.06
H 4.424 0.760 -0.238 0.03
H 3.159 1.439 -0.728 0.03
O 3.545 0.565 -0.581 -0.07
H -0.743 -2.879 3.342 0.04
H 0.054 -1.644 2.822 0.02
O 0.112 -2.593 2.990 -0.07

***

Energies, relative to the best one, in eV: arrangement one 1.110; arrangement two 1.328; arrangement three 0.471; arrangement four 0.000.

***

Arrangement one

14
Properties=species:S:1:pos:R:3:lowdin_charge:R:1 method="wB97M-V/def2-TZVPD" e_homo_ev=-9.368 e_lumo_ev=-1.02 charge=0 gap_ha=0.307
C -0.256 0.903 0.514 -0.44
C -1.148 0.296 -0.462 -0.58
C 1.094 0.507 -0.064 -0.31
C 1.705 -0.905 0.140 -0.12
C 3.036 -0.989 -0.137 -0.01
H -1.038 -0.555 1.608 0.17
H -0.595 1.928 0.481 0.17
H -1.062 0.488 -1.441 0.00
H 1.074 -1.640 0.711 0.12
H 3.402 -2.201 0.202 0.13
H 3.967 -0.192 -0.613 0.17
O -0.446 0.418 1.796 -0.08
O 1.381 1.287 -1.004 0.05
S -2.489 -0.646 -0.452 0.76

***

Arrangement two

14
Properties=species:S:1:pos:R:3:lowdin_charge:R:1 method="wB97M-V/def2-TZVPD" e_homo_ev=-9.967 e_lumo_ev=0.07 charge=0 gap_ha=0.369
C 0.979 -0.299 -1.166 -0.74
C -0.311 -0.384 -0.557 -0.17
C -0.754 -0.173 0.968 -0.26
C -1.865 -0.942 1.783 -0.05
C -3.018 -0.186 1.863 0.05
H 1.326 1.643 0.265 -0.14
H -1.107 -0.886 -1.172 0.17
H 0.309 -0.226 1.457 0.15
H -1.565 -1.924 2.203 0.11
H -2.955 0.856 1.488 0.08
H -3.829 -0.460 2.354 0.00
O 1.407 -1.064 -2.060 -0.01
O -0.888 0.889 0.042 -0.08
S 2.093 0.894 -0.488 0.89

***

Energies, relative to the best one, in eV: arrangement one 1.688; arrangement two 0.000.

***

Arrangement one

14
Properties=species:S:1:pos:R:3:lowdin_charge:R:1 method="wB97M-V/def2-TZVPD" e_homo_ev=-9.109 e_lumo_ev=0.43 charge=0 gap_ha=0.350
C 1.152 1.046 0.747 -0.25
C 0.207 -0.084 0.673 -0.60
C 1.128 -1.423 0.632 0.06
C 0.145 -1.050 -0.506 -0.30
C -1.468 0.053 -1.263 -0.49
H 0.853 2.067 0.970 0.12
H 1.092 -2.304 1.264 0.10
H 2.164 -0.916 0.653 0.11
H -0.801 -1.691 -0.210 0.14
H -1.647 0.999 -1.828 0.09
H -2.345 -0.638 -1.708 0.14
O 2.365 0.948 0.563 0.01
O -0.226 -0.387 -1.750 -0.10
S -1.464 0.421 0.541 0.96

***

Arrangement two

14
Properties=species:S:1:pos:R:3:lowdin_charge:R:1 method="wB97M-V/def2-TZVPD" e_homo_ev=-8.833 e_lumo_ev=0.00 charge=0 gap_ha=0.325
C -0.746 -0.457 0.124 -0.78
C 0.158 0.048 1.283 -0.20
C 1.978 1.040 0.453 -0.19
C 1.919 0.560 -1.030 -0.05
C 0.831 0.042 -1.683 -0.09
H 0.950 -0.766 1.550 0.15
H -0.610 0.239 2.072 0.11
H 2.472 0.142 1.124 0.15
H 2.515 2.024 0.482 0.12
H 2.815 0.532 -1.715 0.11
H 0.785 -0.194 -2.811 0.15
O 0.617 1.394 0.899 -0.13
O -0.439 -0.345 -1.199 -0.11
S -2.199 -1.111 0.426 0.76

***

Energies, relative to the best one, in eV: arrangement one 2.086; arrangement two 0.000.

***

Arrangement one

18
Properties=species:S:1:pos:R:3:lowdin_charge:R:1 method="wB97M-V/def2-TZVPD" e_homo_ev=-13.079 e_lumo_ev=-3.29 charge=+1 gap_ha=0.360
C 0.070 -0.912 -1.544 0.10
C 0.099 -1.346 -0.093 -0.22
C 0.484 0.584 -1.626 -0.28
C 0.455 -0.219 0.797 -0.35
C -0.552 0.064 1.879 0.00
N 0.726 0.892 -0.102 0.14
O -0.130 -2.555 0.385 0.14
O -0.602 1.378 -2.045 -0.02
H -0.074 -1.533 -2.334 0.07
H 1.314 0.810 -2.349 0.17
H 1.346 -0.443 1.250 0.14
H -0.673 -0.959 2.453 0.15
H -1.521 0.350 1.363 0.12
H -0.117 0.959 2.389 0.11
H 1.703 1.326 0.058 0.24
H -0.068 1.592 0.048 0.20
H -0.439 -3.207 -0.249 0.15
H -1.321 0.809 -2.458 0.15

***

Arrangement two

18
Properties=species:S:1:pos:R:3:lowdin_charge:R:1 method="wB97M-V/def2-TZVPD" e_homo_ev=-14.905 e_lumo_ev=-4.66 charge=+1 gap_ha=0.377
O -0.426 -0.699 1.343 0.09
C -0.179 -1.450 0.433 -0.51
O -0.524 -2.728 0.444 0.16
C 0.567 -1.127 -0.837 -0.07
C 1.349 0.187 -0.910 -0.13
C 0.902 1.384 -0.080 -0.13
C -1.230 2.562 -0.368 0.20
N -0.531 1.606 0.066 0.06
H -1.006 -2.934 1.247 0.14
H -0.277 -1.142 -1.526 0.14
H 1.186 -1.939 -1.125 0.13
H 2.405 0.016 -0.641 0.14
H 1.546 0.481 -1.947 0.12
H 1.470 2.258 -0.388 0.14
H 1.196 1.271 0.940 0.13
H -2.271 2.611 -0.239 0.11
H -0.726 3.333 -0.963 0.14
H -0.930 0.811 0.583 0.13

***

Energies, relative to the best one, in eV: arrangement one 1.943; arrangement two 0.000.

***

Arrangement one

18
Properties=species:S:1:pos:R:3:lowdin_charge:R:1 method="wB97M-V/def2-TZVPD" e_homo_ev=-12.307 e_lumo_ev=-3.72 charge=+1 gap_ha=0.315
C -0.465 0.707 -0.536 -0.08
C 0.723 1.621 -0.172 -0.05
C 0.252 -1.519 0.221 0.00
C 2.412 -0.062 -0.266 -0.12
C -2.074 -0.983 0.282 0.03
N -0.716 -0.361 0.471 -0.20
O 2.082 1.184 -0.518 0.07
O 1.676 -1.039 0.068 0.05
H -1.418 1.268 -0.640 0.16
H -0.187 0.266 -1.415 0.12
H 0.613 2.500 -0.721 0.12
H 0.762 1.899 0.856 0.14
H 0.386 -2.184 0.967 0.06
H 3.359 -0.327 -0.660 0.17
H -2.655 -0.088 0.071 0.09
H -1.805 -1.494 -0.641 0.11
H -2.356 -1.504 1.229 0.14
H -0.588 0.116 1.404 0.20

***

Arrangement two

18
Properties=species:S:1:pos:R:3:lowdin_charge:R:1 method="wB97M-V/def2-TZVPD" e_homo_ev=-14.527 e_lumo_ev=-7.71 charge=+1 gap_ha=0.250
O -1.713 1.981 -0.004 0.06
C -0.888 1.281 -0.658 -0.52
O -1.224 0.237 -1.492 0.09
C 0.579 1.719 -0.676 0.03
C 1.288 0.764 0.539 -0.09
C 0.574 -0.384 0.711 0.12
C 0.575 -1.544 0.111 -0.16
N -0.391 -2.368 -0.281 0.15
H -2.171 0.244 2.144 0.13
H 1.010 1.246 -1.572 0.13
H 0.835 2.791 -0.564 0.15
H 2.238 0.311 0.195 0.19
H 1.467 1.450 1.363 0.14
H -1.805 0.323 1.376 0.05
H 1.549 -1.922 -0.051 0.17
H 0.080 -3.192 -0.621 0.13
H -0.801 -0.405 -0.849 0.06
H -1.200 -2.534 0.329 0.16

***

Energies, relative to the best one, in eV: arrangement one 0.000; arrangement two 2.384.

***

Arrangement one

12
Properties=species:S:1:pos:R:3:lowdin_charge:R:1 method="wB97M-V/def2-TZVPD" e_homo_ev=-9.335 e_lumo_ev=0.90 charge=0 gap_ha=0.376
C 0.283 -1.386 -0.090 -0.18
C -0.728 -0.671 -0.869 -0.29
C -0.101 0.039 0.195 -0.55
C 0.967 1.296 0.320 0.03
O -2.648 0.922 0.480 -0.54
S -1.815 -0.264 0.679 1.02
H -0.042 -2.151 0.702 0.11
H 1.262 -1.480 -0.614 0.12
H -0.692 -0.699 -1.918 0.11
H 0.871 1.727 1.328 0.08
H 0.763 1.912 -0.484 0.04
H 1.880 0.756 0.271 0.05

***

Arrangement two

12
Properties=species:S:1:pos:R:3:lowdin_charge:R:1 method="wB97M-V/def2-TZVPD" e_homo_ev=-8.894 e_lumo_ev=-0.89 charge=0 gap_ha=0.294
C 0.255 -1.249 -0.170 -0.29
C -0.230 0.182 0.286 -0.68
C -1.556 0.708 0.557 -0.26
C -2.309 -0.281 0.782 -0.03
H 2.022 -0.542 -0.919 0.02
H -0.631 -1.526 -0.662 0.08
H 0.115 -1.833 0.837 0.14
H -1.709 1.814 0.179 0.15
H -2.033 -1.344 1.060 0.09
H -3.591 -0.106 0.420 0.17
O 1.508 -1.440 -0.955 -0.16
S 1.050 1.181 -0.125 0.76

***

Arrangement three

12
Properties=species:S:1:pos:R:3:lowdin_charge:R:1 method="wB97M-V/def2-TZVPD" e_homo_ev=-8.953 e_lumo_ev=-0.34 charge=0 gap_ha=0.317
C -0.294 -0.294 1.755 -0.12
C -0.677 -0.400 0.178 -0.82
C -0.159 0.470 -0.991 -0.28
C 1.256 0.396 -1.362 -0.17
H -0.174 0.744 2.018 0.04
H 0.602 -1.049 2.260 0.14
H -1.334 -0.897 1.930 0.03
H -0.259 1.622 -0.665 0.19
H -0.668 0.100 -1.848 0.05
H 1.484 0.400 -2.661 0.19
O 2.230 0.017 -0.482 -0.09
S -2.008 -1.109 -0.133 0.83

***

Energies, relative to the best one, in eV: arrangement one 0.000; arrangement two 0.847; arrangement three 0.985.